1.
C62H126N6O12 | ωB97M-V with the def2-TZVPD basis set

Last column: Mulliken charge in e.
Atoms and positions in Å:
1 C 4.82 3.72 2.98  -1.94
2 C 4.35 5.10 2.49  1.58
3 C 5.55 6.06 2.37  -1.67
4 C 3.77 4.82 1.04  -1.00
5 C 2.95 5.92 0.43  -0.75
6 C 1.80 6.31 1.40  -1.28
7 C 2.30 6.58 2.87  1.55
8 C 2.90 8.03 2.82  -1.80
9 C 1.03 6.59 3.72  -2.09
10 N 3.21 5.60 3.32  0.48
11 O 3.58 5.89 4.63  -0.47
12 H 5.48 3.77 3.84  0.41
13 H 3.96 3.17 3.35  0.40
14 H 5.49 3.16 2.32  0.35
15 H 6.42 5.69 1.82  0.41
16 H 5.21 6.95 1.85  0.37
17 H 5.82 6.47 3.34  0.35
18 H 4.53 4.59 0.29  0.44
19 H 3.16 3.92 0.96  0.27
20 H 3.62 6.74 0.19  0.32
21 H 2.55 5.55 -0.51  0.42
22 H 1.12 5.45 1.43  0.40
23 H 1.28 7.17 0.98  0.37
24 H 3.28 8.28 1.83  0.36
25 H 3.62 8.24 3.61  0.26
26 H 2.02 8.65 3.00  0.48
27 H 0.28 7.32 3.41  0.44
28 H 1.37 6.93 4.70  0.65
29 H 0.52 5.63 3.76  0.32
30 H 2.82 5.52 5.07  0.36
31 C -11.05 -2.85 0.40  -1.65
32 C -10.43 -3.88 1.37  1.35
33 C -11.60 -4.44 2.20  -1.95
34 C -9.79 -5.11 0.63  -1.08
35 C -8.42 -4.86 0.01  -0.65
36 C -7.50 -4.26 1.16  -1.07
37 C -8.07 -3.01 1.93  1.31
38 C -7.22 -2.73 3.15  -2.00
39 C -7.85 -1.70 1.06  -1.67
40 N -9.46 -3.30 2.31  0.51
41 O -9.92 -2.53 3.34  -0.49
42 H -12.04 -3.16 0.06  0.44
43 H -11.17 -1.83 0.78  0.29
44 H -10.35 -2.75 -0.43  0.34
45 H -12.06 -3.62 2.75  0.43
46 H -12.34 -4.83 1.50  0.46
47 H -11.27 -5.13 2.98  0.42
48 H -9.70 -5.97 1.29  0.40
49 H -10.45 -5.40 -0.18  0.37
50 H -8.12 -5.79 -0.47  0.38
51 H -8.50 -4.13 -0.80  0.30
52 H -6.53 -3.99 0.74  0.42
53 H -7.38 -5.03 1.92  0.41
54 H -7.61 -1.93 3.78  0.48
55 H -6.23 -2.33 2.93  0.37
56 H -6.95 -3.61 3.75  0.41
57 H -8.28 -1.90 0.08  0.33
58 H -6.80 -1.46 0.85  0.44
59 H -8.38 -0.80 1.37  0.35
60 H -9.71 -3.06 4.11  0.34
61 C 6.91 1.82 -3.57  -1.98
62 C 8.07 0.82 -3.78  1.97
63 C 8.74 1.10 -5.12  -1.73
64 C 9.02 0.97 -2.56  -1.34
65 C 10.13 -0.03 -2.44  -0.77
66 C 9.50 -1.42 -2.51  -1.44
67 C 8.48 -1.66 -3.65  1.90
68 C 9.23 -1.94 -4.97  -1.89
69 C 7.72 -2.90 -3.30  -1.92
70 N 7.51 -0.55 -3.77  -0.08
71 O 6.57 -0.77 -4.78  -0.32
72 H 6.27 1.49 -2.75  0.45
73 H 7.33 2.79 -3.31  0.44
74 H 6.28 1.88 -4.46  0.38
75 H 8.36 0.37 -5.83  0.36
76 H 8.42 2.08 -5.47  0.48
77 H 9.83 1.07 -5.14  0.26
78 H 9.50 1.95 -2.59  0.48
79 H 8.55 0.89 -1.57  0.38
80 H 10.73 0.06 -3.34  0.29
81 H 10.80 0.22 -1.61  0.43
82 H 9.12 -1.66 -1.51  0.46
83 H 10.32 -2.13 -2.62  0.44
84 H 9.89 -2.80 -4.89  0.48
85 H 9.94 -1.20 -5.33  0.36
86 H 8.52 -2.14 -5.77  0.39
87 H 8.37 -3.77 -3.37  0.39
88 H 6.83 -3.15 -3.86  0.42
89 H 7.56 -2.88 -2.22  0.41
90 H 5.83 -1.23 -4.39  0.30
91 C -6.84 -1.14 -5.70  -1.95
92 C -5.51 -0.43 -5.81  1.56
93 C -4.59 -1.16 -4.79  -1.77
94 C -4.96 -0.81 -7.21  -1.09
95 C -3.94 0.14 -7.78  -0.79
96 C -4.33 1.63 -7.61  -1.19
97 C -4.82 2.09 -6.17  1.41
98 C -3.66 2.38 -5.18  -1.44
99 C -5.54 3.45 -6.40  -1.87
100 N -5.82 1.05 -5.68  0.24
101 O -6.38 1.47 -4.45  -0.50
102 H -6.72 -2.21 -5.58  0.39
103 H -7.30 -0.92 -4.73  0.44
104 H -7.47 -0.86 -6.54  0.44
105 H -4.86 -1.19 -3.74  0.40
106 H -4.51 -2.23 -5.03  0.42
107 H -3.58 -0.75 -4.83  0.34
108 H -4.58 -1.84 -7.15  0.43
109 H -5.75 -0.77 -7.96  0.36
110 H -2.94 -0.01 -7.36  0.34
111 H -3.75 0.02 -8.85  0.40
112 H -5.05 1.85 -8.41  0.42
113 H -3.43 2.19 -7.85  0.42
114 H -3.92 2.72 -4.18  0.34
115 H -2.94 3.10 -5.57  0.39
116 H -3.14 1.43 -5.06  0.28
117 H -4.74 4.03 -6.85  0.43
118 H -5.93 3.88 -5.48  0.41
119 H -6.30 3.58 -7.17  0.40
120 H -7.26 1.77 -4.64  0.34
121 C -0.87 -1.89 1.18  -1.80
122 C -0.15 -0.54 0.92  1.68
123 C -0.90 0.59 1.67  -2.03
124 C 1.21 -0.57 1.57  -1.17
125 C 2.10 -1.41 0.69  -0.85
126 C 2.25 -0.86 -0.78  -1.14
127 C 0.90 -0.84 -1.41  1.60
128 C 1.08 0.14 -2.60  -1.89
129 C 0.48 -2.21 -1.89  -1.81
130 N -0.06 -0.22 -0.55  0.46
131 O -1.30 0.07 -1.12  -0.39
132 H -1.48 -2.21 0.33  0.33
133 H -0.20 -2.63 1.62  0.31
134 H -1.65 -1.83 1.94  0.49
135 H -0.79 0.44 2.75  0.46
136 H -0.64 1.64 1.50  0.38
137 H -1.93 0.57 1.32  0.46
138 H 1.66 0.42 1.70  0.31
139 H 1.18 -1.07 2.53  0.43
140 H 3.12 -1.44 1.07  0.43
141 H 1.81 -2.46 0.59  0.28
142 H 2.86 -1.61 -1.29  0.46
143 H 2.74 0.11 -0.76  0.39
144 H 1.15 1.19 -2.32  0.42
145 H 0.19 0.13 -3.23  0.38
146 H 1.96 -0.04 -3.22  0.36
147 H -0.51 -2.19 -2.35  0.29
148 H 0.52 -3.00 -1.15  0.34
149 H 1.15 -2.43 -2.72  0.51
150 H -1.23 1.02 -1.27  0.33
151 C 1.14 5.16 9.84  -1.74
152 C 0.88 3.61 9.61  1.31
153 C 0.15 3.03 10.78  -1.67
154 C -0.14 3.67 8.44  -1.20
155 C -0.43 2.35 7.76  -0.81
156 C 0.86 1.66 7.28  -1.08
157 C 1.92 1.51 8.47  1.80
158 C 1.47 0.38 9.45  -1.76
159 C 3.20 1.14 7.78  -1.97
160 N 2.08 2.85 9.12  0.36
161 O 3.06 2.92 10.11  -0.51
162 H 1.96 5.29 10.54  0.41
163 H 1.54 5.66 8.96  0.38
164 H 0.28 5.79 10.05  0.38
165 H -0.42 2.13 10.56  0.30
166 H 0.90 2.91 11.57  0.37
167 H -0.55 3.79 11.15  0.44
168 H -1.04 4.17 8.79  0.46
169 H 0.33 4.32 7.70  0.31
170 H -1.01 1.70 8.42  0.32
171 H -1.11 2.53 6.93  0.43
172 H 1.28 2.18 6.41  0.37
173 H 0.52 0.67 7.00  0.39
174 H 0.40 0.38 9.67  0.33
175 H 1.93 0.36 10.44  0.36
176 H 1.58 -0.63 9.06  0.43
177 H 4.00 0.74 8.40  0.37
178 H 3.58 2.00 7.23  0.46
179 H 2.90 0.34 7.10  0.43
180 H 3.76 3.34 9.61  0.35
181 C 3.62 -0.89 -9.08  -1.19
182 C 4.65 -1.45 -9.99  0.45
183 C 5.97 -0.62 -10.23  -0.37
184 O 6.93 -1.65 -10.29  -0.32
185 C 6.43 -2.79 -9.84  0.67
186 O 7.10 -3.73 -9.51  -0.56
187 O 5.14 -2.71 -9.58  -0.36
188 H 4.13 -0.39 -8.25  0.20
189 H 2.95 -1.69 -8.79  0.34
190 H 3.10 -0.05 -9.55  0.36
191 H 4.23 -1.64 -10.97  0.24
192 H 6.21 0.07 -9.42  0.26
193 H 5.96 -0.04 -11.16  0.28
194 C -2.49 -7.79 2.43  -1.39
195 C -3.64 -8.79 2.64  0.31
196 C -3.17 -10.22 2.80  -0.39
197 O -3.93 -10.66 3.98  -0.33
198 C -4.47 -9.58 4.57  0.67
199 O -4.97 -9.63 5.67  -0.57
200 O -4.25 -8.52 3.83  -0.31
201 H -1.96 -7.88 3.38  0.38
202 H -2.82 -6.75 2.37  0.33
203 H -1.80 -7.98 1.61  0.34
204 H -4.46 -8.81 1.93  0.35
205 H -2.12 -10.03 3.03  0.30
206 H -3.36 -10.79 1.89  0.31

Values from the calculation:
electronic energy	-3668.94378	a.u.
max |F|	4.01	eV Å⁻¹
M	1147.72	g/mol
charge	0
highest occupied orbital energy	-7.90	eV
structure (SMILES)	CC1(C)CCCC(C)(C)N1O.CC1(C)CCCC(C)(C)N1O.CC1(C)CCCC(C)(C)N1O.CC1(C)CCCC(C)(C)N1O.CC1(C)CCCC(C)(C)N1O.CC1(C)CCCC(C)(C)N1O.C[C@H]1COC(=O)O1.C[C@H]1COC(=O)O1

***

2.
C62H133N3O17S9 | ωB97M-V with the def2-TZVPD basis set

Last column: Mulliken charge in e.
Atoms and positions in Å:
1 C 14.45 17.01 12.05  0.89
2 C 15.57 16.62 11.09  -0.59
3 C 14.81 16.37 9.80  -0.58
4 O 13.48 16.10 10.12  -0.48
5 C 13.27 16.19 11.50  0.00
6 H 14.30 18.07 11.89  0.21
7 H 14.49 16.81 13.16  -0.82
8 H 16.14 15.70 11.31  0.15
9 H 16.23 17.48 10.98  0.33
10 H 15.24 15.55 9.21  0.30
11 H 14.78 17.29 9.20  0.29
12 H 13.26 15.21 12.01  0.20
13 H 12.30 16.70 11.66  -0.06
14 C 22.85 16.62 15.44  -0.41
15 C 22.47 17.84 16.33  -0.81
16 C 21.12 18.28 15.90  0.71
17 O 20.68 17.40 14.84  -0.33
18 C 21.78 16.70 14.29  -0.77
19 H 22.65 15.72 16.00  -0.04
20 H 23.91 16.74 15.10  0.39
21 H 23.29 18.58 16.25  0.58
22 H 22.44 17.45 17.36  0.13
23 H 21.14 19.24 15.35  0.18
24 H 20.32 18.36 16.64  -0.44
25 H 22.24 17.24 13.48  0.48
26 H 21.45 15.69 14.00  0.35
27 C 18.07 16.72 23.66  0.35
28 C 18.00 17.39 25.13  -0.27
29 C 19.09 18.50 25.01  -0.61
30 O 19.01 18.94 23.68  -0.45
31 C 18.54 17.94 22.79  0.45
32 H 17.15 16.24 23.24  -0.44
33 H 18.91 15.98 23.62  0.27
34 H 18.08 16.73 26.02  0.49
35 H 17.06 17.89 25.21  -0.26
36 H 20.10 18.19 25.27  0.23
37 H 18.74 19.37 25.56  0.39
38 H 19.30 17.69 22.09  0.32
39 H 17.70 18.40 22.24  -0.53
40 C 15.98 15.57 20.05  2.73
41 C 14.86 15.97 21.03  1.24
42 C 14.64 14.70 21.92  -0.41
43 O 15.38 13.67 21.26  -0.49
44 C 16.51 14.27 20.64  -1.00
45 H 16.83 16.27 20.00  -0.63
46 H 15.58 15.44 19.00  -1.00
47 H 14.01 16.31 20.41  -0.99
48 H 15.24 16.76 21.67  -0.30
49 H 13.62 14.31 21.94  0.31
50 H 15.04 14.86 22.91  0.24
51 H 16.99 13.66 19.87  0.14
52 H 17.25 14.53 21.38  0.25
53 C 19.08 21.24 18.46  0.16
54 C 20.40 21.28 17.62  -0.11
55 C 21.28 20.41 18.53  -0.86
56 O 20.43 19.32 18.87  -0.49
57 C 19.06 19.83 18.96  2.00
58 H 18.24 21.60 17.92  -0.17
59 H 19.22 21.90 19.32  0.26
60 H 20.76 22.30 17.47  0.55
61 H 20.26 20.86 16.64  -0.10
62 H 21.54 21.03 19.39  0.37
63 H 22.18 20.01 18.07  0.38
64 H 18.82 19.71 20.02  -0.87
65 H 18.43 19.13 18.38  -1.17
66 C 14.58 11.28 17.93  -0.13
67 C 14.41 10.01 18.76  -0.77
68 C 13.56 10.56 19.93  -0.29
69 O 12.66 11.40 19.30  -0.42
70 C 13.15 11.92 18.08  -0.01
71 H 14.87 11.16 16.91  0.42
72 H 15.35 11.89 18.37  -0.08
73 H 15.25 9.46 19.17  0.37
74 H 13.77 9.32 18.19  0.27
75 H 14.27 11.10 20.55  0.10
76 H 13.07 9.75 20.50  0.35
77 H 13.26 12.98 18.17  -0.12
78 H 12.46 11.54 17.31  0.36
79 C 13.78 13.74 14.89  -0.20
80 C 15.13 13.59 14.08  -0.37
81 C 16.07 14.26 15.07  -0.04
82 O 15.33 15.35 15.66  0.96
83 C 13.93 15.15 15.56  1.67
84 H 13.65 12.95 15.66  -0.50
85 H 12.90 13.59 14.26  0.50
86 H 15.02 14.18 13.13  -0.22
87 H 15.46 12.57 13.77  0.50
88 H 16.90 14.80 14.56  -0.01
89 H 16.41 13.53 15.79  0.21
90 H 13.57 15.88 14.85  -1.29
91 H 13.29 15.26 16.45  -0.90
92 C 19.27 14.94 18.75  -0.08
93 C 18.48 15.29 17.50  2.34
94 C 19.27 14.69 16.37  -0.47
95 O 20.64 14.94 16.70  -0.34
96 C 20.70 14.85 18.15  -0.50
97 H 18.89 14.02 19.20  0.28
98 H 19.18 15.75 19.46  -0.19
99 H 18.49 16.39 17.49  -1.10
100 H 17.45 14.95 17.45  -0.55
101 H 19.16 15.23 15.41  0.00
102 H 19.02 13.62 16.31  0.37
103 H 21.30 15.74 18.40  0.11
104 H 21.25 14.03 18.57  0.32
105 C 17.30 17.34 14.28  0.69
106 S 17.56 19.00 13.80  0.03
107 O 16.32 19.29 12.93  -0.50
108 C 16.95 19.72 15.34  2.27
109 H 16.30 17.30 14.62  -0.75
110 H 18.06 17.03 15.01  -0.37
111 H 17.39 16.82 13.33  0.44
112 H 17.63 19.42 16.13  -0.71
113 H 15.98 19.30 15.42  -1.51
114 H 16.97 20.80 15.28  0.19
115 C 15.16 18.03 17.56  2.24
116 S 15.25 18.79 19.11  0.11
117 O 16.07 20.05 18.84  0.09
118 C 13.62 19.42 19.40  2.36
119 H 14.82 18.88 16.96  -1.36
120 H 14.36 17.28 17.61  -0.84
121 H 16.12 17.63 17.29  -0.12
122 H 13.56 19.85 20.42  -0.11
123 H 12.98 18.55 19.29  -1.13
124 H 13.43 20.17 18.61  -1.20
125 C 12.97 23.34 19.99  0.72
126 S 11.59 24.36 20.54  0.30
127 O 10.54 24.48 19.48  -0.62
128 C 10.98 23.32 21.77  -0.30
129 H 13.49 24.03 19.33  -0.10
130 H 12.64 22.37 19.58  -0.31
131 H 13.60 23.20 20.87  -0.11
132 H 10.27 23.93 22.30  0.49
133 H 11.74 22.91 22.39  0.04
134 H 10.47 22.57 21.16  -0.13
135 C 16.05 22.01 24.07  -1.51
136 S 15.61 20.60 23.09  0.87
137 O 14.30 20.98 22.41  -0.93
138 C 16.89 20.99 21.93  0.24
139 H 16.10 22.87 23.41  0.41
140 H 16.98 21.79 24.53  0.42
141 H 15.29 22.15 24.81  0.47
142 H 17.80 20.90 22.49  0.76
143 H 16.66 22.01 21.59  -0.39
144 H 16.86 20.20 21.15  -0.88
145 C 11.30 16.24 20.88  -1.01
146 S 11.11 16.35 19.10  0.83
147 O 12.50 15.98 18.56  -0.98
148 C 10.09 14.92 18.93  -1.17
149 H 10.45 16.67 21.37  0.63
150 H 12.14 16.89 21.09  -0.03
151 H 11.47 15.21 21.12  0.58
152 H 9.03 15.18 19.19  0.36
153 H 10.40 14.06 19.47  0.42
154 H 10.17 14.73 17.84  0.35
155 C 17.69 24.41 13.10  -0.98
156 S 16.98 24.40 14.75  0.39
157 O 16.18 23.11 14.80  -0.59
158 C 18.45 24.03 15.62  -0.62
159 H 16.88 24.69 12.44  0.39
160 H 18.05 23.37 12.94  0.21
161 H 18.45 25.18 13.02  0.41
162 H 19.10 24.89 15.59  0.58
163 H 18.90 23.17 15.15  0.24
164 H 18.17 23.80 16.63  -0.13
165 C 9.32 17.49 12.80  -1.09
166 S 9.46 17.51 14.58  0.79
167 O 8.41 16.60 15.11  -0.78
168 C 10.92 16.53 14.68  0.18
169 H 9.61 16.48 12.41  0.23
170 H 9.85 18.35 12.35  0.27
171 H 8.25 17.58 12.62  0.45
172 H 11.08 16.41 15.70  -0.58
173 H 11.80 16.99 14.29  -0.16
174 H 10.70 15.54 14.25  0.66
175 C 8.30 21.72 19.24  -0.83
176 S 9.52 21.17 18.12  0.49
177 O 10.78 21.21 18.95  -0.49
178 C 9.13 19.48 18.01  -0.22
179 H 7.33 21.46 18.78  0.47
180 H 8.48 22.78 19.39  0.33
181 H 8.37 21.11 20.17  0.03
182 H 9.99 19.00 17.51  -0.29
183 H 8.28 19.16 17.45  0.63
184 H 9.13 19.07 19.01  -0.03
185 C 12.54 20.86 16.17  0.50
186 S 13.12 19.90 14.87  1.01
187 O 11.90 19.24 14.24  -0.71
188 C 13.74 21.14 13.83  -0.90
189 H 11.94 20.24 16.83  -1.04
190 H 11.98 21.76 15.85  0.79
191 H 13.38 21.15 16.83  -0.64
192 H 12.87 21.81 13.71  0.55
193 H 14.18 20.71 12.94  0.27
194 H 14.54 21.65 14.38  0.09
195 N 16.31 23.09 19.01  2.71
196 C 16.59 24.12 19.87  -0.82
197 C 16.12 25.30 19.33  -1.22
198 C 15.53 24.95 18.07  -0.47
199 C 15.64 23.59 17.90  -1.01
200 H 16.41 22.11 19.19  -0.85
201 H 17.22 23.99 20.75  0.54
202 H 16.19 26.29 19.75  0.48
203 H 14.99 25.64 17.42  0.52
204 H 15.24 22.98 17.07  0.23
205 N 11.43 20.26 23.03  1.82
206 C 10.72 20.48 24.14  -0.64
207 C 9.41 20.15 23.88  -1.41
208 C 9.37 19.69 22.54  -0.32
209 C 10.66 19.77 22.06  -0.26
210 H 12.42 20.43 22.94  -0.38
211 H 11.20 21.01 24.93  0.52
212 H 8.58 20.17 24.55  0.49
213 H 8.55 19.40 21.87  0.46
214 H 11.06 19.52 21.10  0.19
215 N 13.27 16.40 26.05  0.09
216 C 14.19 17.23 25.54  -0.85
217 C 13.61 17.79 24.36  0.60
218 C 12.34 17.27 24.27  -0.51
219 C 12.14 16.40 25.31  -1.33
220 H 13.37 15.96 26.95  0.21
221 H 15.20 17.24 25.89  0.43
222 H 14.09 18.52 23.72  0.27
223 H 11.57 17.53 23.53  0.56
224 H 11.33 15.78 25.68  0.44

Values from the calculation:
electronic energy	-7468.70696	a.u.
max |F|	3.02	eV Å⁻¹
M	1481.35	g/mol
charge	0
highest occupied orbital energy	-7.92	eV

***

Energy relative to the best compared isomer or geometry (same formula, charge and spin)
In order: 540.59 0.00
Unit: kJ/mol
LUMO
In order: 0.1 0.2
Unit: eV